Record 1
ORCA calculation (wB97M-V/def2-TZVPD) on a structure of composition C17H21CuF3NO5PS.

Output
**LUMO energy**: 0.1009 hartree
**Orbital gap**: 6.79 eV

The geometry in ORCA input format:
```
! RIJCOSX wB97M-V def2-TZVPD def2/J DEFGRID3
* xyz -1 1
Cu 0.131 -0.483 -1.676
S -3.985 -1.375 -3.040
C -3.272 -2.899 -2.725
C -1.996 -2.774 -2.262
C -1.519 -1.421 -2.141
C -2.523 -0.570 -2.534
C -2.404 0.895 -2.549
C -3.379 1.742 -3.092
C -3.180 3.107 -3.081
C -2.015 3.624 -2.529
C -1.105 2.720 -2.009
N -1.283 1.403 -2.008
H -3.837 -3.803 -2.895
H -1.393 -3.637 -2.009
H -4.275 1.317 -3.528
H -3.927 3.769 -3.506
H -1.814 4.686 -2.501
H -0.179 3.067 -1.561
C -1.402 1.852 3.826
C -1.322 0.422 3.337
O -0.031 0.162 2.798
P -0.006 -0.197 1.178
O 1.593 0.040 0.972
C 2.063 1.384 0.828
C 3.101 1.662 1.890
O -0.016 -1.800 1.176
C 1.020 -2.627 1.736
C 0.435 -3.462 2.852
H -2.381 2.057 4.267
H -1.244 2.544 2.997
H -0.635 2.040 4.579
H -2.100 0.238 2.587
H -1.498 -0.279 4.156
H 1.226 2.089 0.912
H 2.475 1.469 -0.177
H 2.668 1.551 2.886
H 3.491 2.677 1.783
H 3.931 0.962 1.789
H 1.842 -2.005 2.088
H 1.399 -3.234 0.916
H 0.104 -2.828 3.677
H 1.184 -4.162 3.231
H -0.421 -4.036 2.492
F 4.832 -0.045 -0.915
C 4.348 -0.710 -1.998
F 5.151 -1.764 -2.194
F 4.518 0.106 -3.049
C 2.872 -1.106 -1.735
O 2.689 -2.196 -1.213
O 2.066 -0.175 -2.028
*
```

=====

Record 2
ORCA calculation (wB97M-V/def2-TZVPD) on a cluster of 3 separate species, C17H21F16NO6S in total.

Output
**LUMO energy**: 0.0131 hartree
**Orbital gap**: 9.93 eV
**Structure (SMILES)**: CC(=O)N(C)[C@H]1CCOS(=O)(=O)C1.FC(F)C(F)(F)COC(F)(F)C(F)F.FC(F)C(F)(F)COC(F)(F)C(F)F

The geometry in ORCA input format:
```
! RIJCOSX wB97M-V def2-TZVPD def2/J DEFGRID3
* xyz 0 1
C -0.732 0.343 2.939
C -0.162 -0.752 3.790
O 0.418 -0.524 4.817
N -0.419 -2.107 3.381
C -0.546 -2.968 4.560
C 0.533 -2.658 2.404
C 0.273 -2.098 0.984
C 1.501 -1.496 0.355
O 2.059 -0.487 1.227
S 3.008 -1.168 2.314
O 3.180 -0.237 3.379
O 4.169 -1.681 1.637
C 2.028 -2.592 2.821
H -0.116 0.525 2.059
H -0.748 1.260 3.525
H -1.734 0.073 2.606
H -1.155 -2.460 5.304
H 0.408 -3.218 5.033
H -1.047 -3.891 4.269
H 0.285 -3.719 2.359
H -0.062 -2.893 0.313
H -0.547 -1.386 1.043
H 2.248 -2.275 0.181
H 1.293 -1.055 -0.618
H 2.173 -2.676 3.896
H 2.545 -3.429 2.351
C 4.226 -0.678 -2.511
C 5.452 -0.774 -3.434
C 5.995 0.515 -4.059
F 5.097 1.073 -4.893
F 7.099 0.207 -4.777
F 5.229 -1.691 -4.399
F 6.469 -1.234 -2.651
O 2.970 -1.033 -3.084
C 2.183 -0.082 -3.677
C 1.885 -0.441 -5.137
F 3.023 -0.486 -5.851
F 1.083 0.511 -5.661
F 2.677 1.159 -3.563
F 0.987 -0.090 -3.031
H 4.397 -1.437 -1.748
H 4.178 0.273 -1.982
H 6.269 1.234 -3.282
H 1.386 -1.411 -5.188
C -6.135 3.322 0.572
C -6.409 2.551 -0.730
C -6.229 1.030 -0.717
F -4.945 0.698 -0.481
F -6.573 0.545 -1.931
F -5.695 3.084 -1.742
F -7.733 2.745 -1.003
O -4.883 3.971 0.678
C -3.790 3.366 1.226
C -2.633 3.315 0.223
F -2.982 2.586 -0.854
F -1.576 2.717 0.819
F -4.065 2.146 1.719
F -3.370 4.129 2.261
H -6.855 4.138 0.560
H -6.358 2.717 1.451
H -6.870 0.571 0.041
H -2.357 4.322 -0.094
*
```

=====

Record 3
ORCA calculation (wB97M-V/def2-TZVPD) on the molecule C17H21FN4O3 in a non-equilibrium geometry.

Output
**LUMO energy**: 0.0245 hartree
**Energy above the lowest of the compared OMol25 structures with the same formula, charge and spin**: 0.2 kcal per mole
**Orbital gap**: 9.65 eV
**Structure (SMILES)**: CCOC(=O)N1CCN(Cc2nc(Cc3cccc(F)c3)no2)CC1

The geometry in ORCA input format:
```
! RIJCOSX wB97M-V def2-TZVPD def2/J DEFGRID3
* xyz 0 1
C 4.018 3.977 0.408
C 4.193 2.598 1.016
H 5.245 2.390 1.240
H 3.623 2.498 1.947
O 3.720 1.633 0.076
C 3.870 0.344 0.454
O 4.340 0.009 1.517
N 3.479 -0.523 -0.510
C 2.746 -0.151 -1.697
H 2.806 0.926 -1.838
C 1.288 -0.597 -1.570
N 1.255 -2.032 -1.336
C -0.070 -2.608 -1.422
C -0.977 -2.192 -0.311
N -1.335 -0.987 0.017
C -2.103 -1.181 1.130
N -2.203 -2.436 1.459
O -1.468 -3.108 0.530
C -2.784 -0.074 1.846
C -3.957 0.388 1.017
C -5.261 0.153 1.429
C -6.329 0.562 0.648
C -6.113 1.204 -0.558
C -4.807 1.422 -0.959
C -3.727 1.028 -0.195
H -2.722 1.203 -0.545
F -4.579 2.042 -2.137
H -6.930 1.529 -1.182
H -7.339 0.377 0.981
H -5.442 -0.352 2.365
H -2.075 0.747 1.973
H -3.114 -0.435 2.818
H 0.016 -3.698 -1.397
H -0.513 -2.305 -2.375
C 1.945 -2.365 -0.099
C 3.407 -1.936 -0.217
H 3.940 -2.118 0.717
H 3.885 -2.486 -1.033
H 1.889 -3.444 0.056
H 1.496 -1.859 0.773
H 0.758 -0.385 -2.500
H 0.800 -0.040 -0.756
H 3.204 -0.660 -2.553
H 4.370 4.730 1.107
H 4.587 4.054 -0.514
H 2.970 4.159 0.186
*
```

=====

Record 4
ORCA calculation (wB97M-V/def2-TZVPD) on a structure of composition C17H21IN3O5S4Ti in a non-equilibrium geometry.

Output
**LUMO energy (spin up / spin down)**: 0.1167 / 0.1167 hartree
**Energy above the lowest of the compared OMol25 structures with the same formula, charge and spin**: 0.0 kcal per mole
**Orbital gap (spin up / spin down)**: 4.29 / 4.30 eV

The geometry in ORCA input format:
```
! RIJCOSX wB97M-V def2-TZVPD def2/J DEFGRID3
* xyz -2 2
Ti 0.434 0.383 -0.431
N -0.624 -1.587 -0.017
C -0.356 -2.728 -0.895
C 1.097 -3.129 -0.708
N 1.949 -1.961 -0.798
C 3.124 -1.894 0.057
C 3.325 -0.499 0.629
N 2.025 -0.032 1.119
H -0.386 -1.818 0.976
H -1.619 -1.359 0.009
H -0.537 -2.425 -1.930
H -1.004 -3.583 -0.667
H 1.358 -3.925 -1.422
H 1.218 -3.537 0.299
H 2.112 -1.622 -1.738
H 4.036 -2.223 -0.461
H 2.948 -2.576 0.895
H 3.676 0.195 -0.136
H 4.070 -0.545 1.432
H 2.121 0.860 1.612
H 1.629 -0.711 1.794
S 0.753 -2.228 2.954
C 0.545 -0.770 3.950
C 1.050 -0.810 5.267
C 0.974 0.245 6.156
C 0.372 1.432 5.742
C -0.127 1.503 4.454
C -0.075 0.437 3.537
S -0.864 0.766 1.975
H 1.521 -1.738 5.573
H 1.382 0.145 7.156
H 0.300 2.289 6.403
H -0.592 2.416 4.105
I -6.244 2.455 -5.707
C -4.653 1.911 -4.490
C -4.589 2.418 -3.201
C -3.511 2.054 -2.392
C -2.547 1.200 -2.886
C -2.616 0.704 -4.171
C -3.682 1.060 -4.996
C -1.380 0.784 -1.990
O -0.597 -0.105 -2.353
O -1.270 1.350 -0.876
H -5.356 3.079 -2.823
H -3.409 2.428 -1.381
H -1.827 0.048 -4.518
H -3.748 0.681 -6.006
O 3.280 2.617 -2.436
S 1.966 2.231 -1.967
O 1.963 0.696 -1.710
O 0.883 2.554 -2.891
S 1.500 2.864 -0.096
*
```

=====

Record 5
ORCA calculation (wB97M-V/def2-TZVPD) on a structure of composition C17H21IrN5O2S in a non-equilibrium geometry.

Output
**LUMO energy (spin up / spin down)**: -0.4647 / -0.6302 hartree
**Orbital gap (spin up / spin down)**: 7.43 / 5.18 eV

The geometry in ORCA input format:
```
! RIJCOSX wB97M-V def2-TZVPD def2/J DEFGRID3
* xyz 4 6
N 0.595 2.583 -0.497
C 0.683 3.732 -0.688
C 0.671 5.142 -0.529
H -0.365 5.495 -0.552
H 1.247 5.613 -1.327
H 1.124 5.356 0.443
N 2.733 -1.018 -0.830
C 3.397 -1.728 -1.521
C 4.505 -2.628 -1.432
H 5.302 -2.304 -2.093
H 4.182 -3.638 -1.671
H 4.818 -2.549 -0.391
N -1.942 -2.018 -0.835
C -3.086 -2.086 -0.645
C -4.474 -2.388 -0.352
H -4.481 -3.132 0.469
H -4.983 -2.814 -1.240
H -4.994 -1.466 -0.028
Ir 0.985 0.067 -0.847
C 0.160 -1.364 0.105
O 0.042 -2.275 0.819
C 1.709 0.789 0.775
O 2.364 1.306 1.573
C 1.062 1.356 -2.828
C -0.330 1.396 -2.582
C -1.077 0.217 -2.520
C -0.443 -0.998 -2.780
C 0.940 -1.057 -2.949
C 1.701 0.124 -3.033
H 1.650 2.256 -2.826
H -0.854 2.336 -2.394
H -2.160 0.272 -2.306
H -1.019 -1.916 -2.855
H 1.384 -2.038 -3.082
H 2.751 0.122 -3.257
S -1.003 0.930 0.915
C -1.042 0.346 2.475
N -0.003 0.036 3.278
C -0.453 -0.335 4.596
C -1.970 -0.350 4.471
N -2.177 0.108 3.133
H 0.977 0.166 3.108
H -0.150 0.398 5.338
H -0.076 -1.292 4.956
H -2.489 0.298 5.179
H -2.385 -1.353 4.579
H -3.028 0.303 2.679
*
```

=====

Number 1: E_tot -3771.12811 a.u.. Number 2: E_tot -3162.61232 a.u.. Number 3: E_tot -1205.01307 a.u.. Number 4: E_tot -3941.05997 a.u.. Number 5: E_tot -1585.25554 a.u..